Arrangement A

Molecular formula: C4H8OS2
Method: DFT, ωB97M-V with the def2-TZVPD basis set

Properties
SMILES string	CSSCCC=O
highest occupied orbital energy	-8.66	eV
Kohn-Sham gap	9.32	eV

XYZ file:
```
15
C4H8OS2, DFT ωB97M-V with the def2-TZVPD basis set
C 0.8806 -0.7383 0.6171
C 1.4459 -1.7304 1.6760
O 2.5816 -2.0098 1.6611
C 0.1233 0.4589 1.2183
S 0.0623 1.9390 0.2889
S -0.0501 1.6138 -1.7376
C -1.6398 0.9401 -2.3921
H 1.7748 -0.2779 0.2472
H 0.1881 -1.3346 -0.0037
H 0.6941 -2.2777 2.2024
H 0.4603 0.6605 2.3365
H -0.8630 0.1701 1.3754
H -1.5725 1.3351 -3.4173
H -2.4447 1.3345 -1.7205
H -1.6411 -0.0834 -2.3516
```

Mulliken atomic charge list, values in e, 6 entries: C -0.3807; C -0.1637; O -0.4208; C -0.6149; S -0.1030; S -0.0811



Arrangement B

Molecular formula: C4H8OS2
Method: DFT, ωB97M-V with the def2-TZVPD basis set

Properties
SMILES string	CSSCCC=O
highest occupied orbital energy	-9.23	eV
Kohn-Sham gap	8.07	eV

XYZ file:
```
15
C4H8OS2, DFT ωB97M-V with the def2-TZVPD basis set
C 1.2771 0.1480 -0.7521
C 1.9944 -1.1437 -0.9502
O 2.8553 -1.3319 -1.7860
C 0.9227 0.5686 0.7012
S -0.1017 -0.7137 1.5742
S -1.8917 -1.0545 -0.1549
C -2.6773 0.3997 0.3585
H 0.3467 0.1640 -1.3525
H 1.8428 1.0247 -1.1034
H 1.8575 -1.9280 -0.1960
H 1.7443 0.4873 1.4235
H 0.1959 1.3636 0.7607
H -3.0588 0.2474 1.3510
H -1.8821 1.1274 0.5068
H -3.4249 0.6410 -0.3809
```

Mulliken atomic charge list, values in e, 6 entries: C -0.1721; C -0.0102; O -0.4858; C -0.8559; S -0.1295; S -0.1435



Stability ranking, top and bottom: arrangement A is the most stable and arrangement B is the least stable.



Arrangement A

Molecular formula: C4H28BO22
Method: DFT, ωB97M-V with the def2-TZVPD basis set

Properties
net charge	-1
highest occupied orbital energy	-7.80	eV
Kohn-Sham gap	9.34	eV

XYZ file:
```
55
C4H28BO22, DFT ωB97M-V with the def2-TZVPD basis set
O -1.7925 -1.5909 2.6049
C -1.3365 -1.0619 1.6489
O -0.1715 -0.5589 1.5999
B 0.0125 -0.0209 0.2199
O -1.2395 -0.3689 -0.4161
C -1.9635 -0.9719 0.3659
O -3.0935 -1.3699 0.1079
O 1.1955 -0.4139 -0.3611
C 1.8135 0.5861 -0.6991
O 2.8105 0.4951 -1.4521
C 1.2155 1.7821 -0.2921
O 0.1935 1.4881 0.3599
O 1.9065 2.7781 -0.0811
O -4.8675 -1.5839 2.3649
H -5.1795 -0.7429 2.7099
H -3.9165 -1.6119 2.3589
O 1.2595 -3.3669 -0.7361
H 1.0245 -2.5549 -1.0321
H 1.8475 -3.8149 -1.2931
O -2.9735 -4.0369 4.0379
H -3.4965 -4.0009 4.8299
H -2.6375 -3.1319 3.7419
O 4.3375 3.9201 -1.6641
H 4.5565 3.8281 -0.6991
H 4.3975 3.1351 -2.3811
O 5.3935 -0.7199 -1.9881
H 4.4265 -0.6339 -1.8011
H 5.8655 -0.5199 -1.1361
O 2.2615 -2.4549 2.1359
H 2.0745 -1.5089 2.0069
H 1.6025 -2.9089 1.5819
O -3.6095 1.6071 -1.1591
H -3.1665 0.7311 -1.0101
H -4.0555 1.9791 -0.4011
O 3.6375 1.8521 -3.7941
H 3.1095 1.4091 -3.0271
H 4.2015 0.9651 -4.0891
O -2.5305 -2.9189 -2.9211
H -2.6155 -3.1749 -2.0621
H -3.2195 -3.4719 -3.3051
O 2.0155 6.0041 0.8489
H 1.0825 5.8411 0.4439
H 2.5695 5.3241 0.9239
O 2.9555 0.7091 2.1419
H 2.5245 1.1891 3.0509
H 3.5545 1.1871 1.6079
O 2.7745 3.8631 2.4569
H 2.4765 3.6171 3.4049
H 2.5405 3.1431 1.8349
O -5.7695 -1.8599 -0.6871
H -5.6855 -1.3739 -1.4581
H -4.9495 -1.5489 -0.1231
O -4.5815 -0.8289 -2.8491
H -3.9655 -1.5839 -2.6881
H -4.8225 -0.7259 -3.7831
```

Mulliken atomic charge list, values in e, 6 entries: O -0.7365; C 0.2951; O -0.3351; B 1.6619; O -0.9041; C 0.5569



Arrangement B

Molecular formula: C4H28BO22
Method: DFT, ωB97M-V with the def2-TZVPD basis set

Properties
net charge	-1
highest occupied orbital energy	-7.61	eV
Kohn-Sham gap	9.35	eV

XYZ file:
```
55
C4H28BO22, DFT ωB97M-V with the def2-TZVPD basis set
O 1.6065 0.6175 3.4390
C 1.3021 -0.0010 2.4550
O 1.1585 0.5052 1.2271
B 0.7323 -0.5758 0.3185
O 0.5858 -1.7814 1.1923
C 0.9318 -1.4665 2.4700
O 0.8382 -2.2688 3.4038
O 1.7480 -0.6773 -0.7868
C 1.0910 -0.9302 -1.9092
O 1.5708 -1.1348 -3.0569
C -0.4010 -0.6534 -1.7026
O -0.4905 -0.2816 -0.4823
O -1.3054 -0.7197 -2.5297
O 1.8544 -0.4199 -8.8220
H 1.3903 0.2208 -9.3609
H 1.5509 -0.2484 -7.9306
O -5.5975 -4.1309 -5.5207
H -6.1965 -4.8731 -5.6013
H -4.8505 -4.4773 -5.0326
O 3.1537 3.8249 -3.4155
H 3.7438 4.5664 -3.2809
H 3.2870 3.2695 -2.6474
O -0.0790 3.8510 8.3446
H 0.5875 3.4956 7.7565
H -0.3329 3.1103 8.8951
O 0.8993 -7.1579 5.7005
H 1.7883 -6.9908 5.3876
H 0.4741 -6.3005 5.6843
O -5.8573 -2.8158 -0.6827
H -5.7169 -2.4596 -1.5599
H -5.8286 -2.0523 -0.1061
O 5.2757 3.4290 0.4616
H 6.0846 3.6303 0.9321
H 4.6674 3.1412 1.1423
O 2.9807 0.5725 9.4405
H 3.7809 0.7320 9.9410
H 3.2510 0.6476 8.5254
O 0.7866 5.4570 2.9210
H 0.7133 4.5279 2.7028
H 1.6442 5.7158 2.5837
O -3.1642 0.4963 -7.8173
H -2.9819 0.4078 -6.8818
H -3.4943 1.3895 -7.9141
O 5.3452 -3.0311 -4.1679
H 4.5206 -2.5904 -4.3733
H 6.0207 -2.3860 -4.3770
O -0.7285 -0.6820 8.2841
H 0.1155 -0.3295 8.5664
H -0.5378 -1.1303 7.4602
O -3.3598 3.6474 -1.9676
H -2.6319 3.7947 -2.5715
H -3.1012 2.8758 -1.4636
O -6.6228 -0.3974 -4.2559
H -5.8744 0.1992 -4.2661
H -6.3275 -1.1615 -4.7510
```

Mulliken atomic charge list, values in e, 6 entries: O -0.6086; C 0.5739; O -0.4360; B 0.9389; O -0.4434; C 0.6795



Stability ranking, top and bottom: arrangement B is the most stable and arrangement A is the least stable.



Arrangement A

Molecular formula: C3H5ClN2
Method: DFT, ωB97M-V with the def2-TZVPD basis set

Properties
highest occupied orbital energy	-10.26	eV
Kohn-Sham gap	10.95	eV

XYZ file:
```
11
C3H5ClN2, DFT ωB97M-V with the def2-TZVPD basis set
C -1.8429 -1.2330 0.1161
C 0.0378 -0.0807 -1.0893
C -0.9577 -0.1198 0.0272
N -2.5895 -2.0933 0.2266
N -0.0469 -0.1479 1.6438
Cl -1.9304 1.3753 0.1234
H 0.8546 0.5933 -0.8374
H 0.4338 -1.0766 -1.2785
H -0.4562 0.2931 -1.9912
H 0.1236 0.8357 1.8221
H -0.7395 -0.4899 2.3014
```

Mulliken atomic charge list, values in e, 6 entries: C -0.0651; C -1.1417; C 0.8871; N -0.3738; N -0.6753; Cl -0.1599



Arrangement B

Molecular formula: C3H5ClN2
Method: DFT, ωB97M-V with the def2-TZVPD basis set

Properties
SMILES string	C=C(Cl)/C=N/N
highest occupied orbital energy	-8.66	eV
Kohn-Sham gap	9.47	eV

XYZ file:
```
11
C3H5ClN2, DFT ωB97M-V with the def2-TZVPD basis set
C 0.2770 0.0680 -0.0495
C -1.2060 -0.0984 -0.0385
C -2.0821 0.8969 -0.0143
H 2.9207 -1.4806 0.1936
H 2.6963 0.2105 0.2208
H 0.6358 1.0648 -0.0117
H -1.7233 1.9402 -0.1219
H -3.1475 0.7784 -0.0159
N 2.3593 -0.7166 -0.1338
N 1.0535 -0.9410 0.0093
Cl -1.7839 -1.7223 -0.0380
```

Mulliken atomic charge list, values in e, 6 entries: C -0.2436; C 0.5511; C -0.8092; H 0.2484; H 0.2396; H 0.3082



Stability ranking, top and bottom: arrangement A is the most stable and arrangement B is the least stable.



Arrangement A

Molecular formula: C3H3F2N
Method: DFT, ωB97M-V with the def2-TZVPD basis set

Properties
highest occupied orbital energy	-9.74	eV
Kohn-Sham gap	10.62	eV

XYZ file:
```
9
C3H3F2N, DFT ωB97M-V with the def2-TZVPD basis set
C 2.8919 -0.4087 1.6750
C 0.1609 -0.6440 -0.2715
C -0.0983 0.5116 -0.9290
N 3.3906 0.1854 0.8275
F 0.8412 1.4341 -1.0458
F -1.1924 0.7080 -1.6684
H 4.1043 0.6944 0.2516
H -0.4795 -1.4981 -0.2258
H 1.0473 -0.8005 0.3422
```

Mulliken atomic charge list, values in e, 6 entries: C -0.1800; C -0.4513; C 0.5895; N -0.1242; F -0.1873; F -0.2117



Arrangement B

Molecular formula: C3H3F2N
Method: DFT, ωB97M-V with the def2-TZVPD basis set

Properties
highest occupied orbital energy (alpha / beta)	-8.65 / -8.65	eV
Kohn-Sham gap (alpha / beta)	8.95 / 8.96	eV

XYZ file:
```
9
C3H3F2N, DFT ωB97M-V with the def2-TZVPD basis set
C -0.4894 0.8913 -1.2128
C -0.5206 -0.3311 0.6115
C 0.9706 -0.2095 0.1042
N -1.2436 0.4222 -0.3615
F 1.8118 0.3919 0.9637
F 1.5273 -1.3766 -0.2687
H -0.5807 1.4977 -2.0864
H -0.8429 -1.3751 0.6330
H -0.6325 0.0892 1.6170
```

Mulliken atomic charge list, values in e, 6 entries: C -0.1222; C -0.2462; C 0.3789; N -0.3516; F -0.2372; F -0.2381



Stability ranking, top and bottom: arrangement A is the most stable and arrangement B is the least stable.